--- P ---
25
Properties=species:S:1:pos:R:3 method="wB97M-V/def2-TZVPD" gap_ev=9.083 total_charge=0 molar_mass_g_mol=170.28 smiles=Cc1ccc(O)cc1.CCS
S 2.507 -2.300 1.244
O -2.163 3.420 -1.360
C -1.996 0.004 -0.227
C -1.672 2.140 -1.143
C -1.105 -2.051 -1.305
C -1.288 -0.589 -1.257
C 2.376 0.269 2.527
C -0.784 1.614 -2.117
C -0.786 0.242 -2.283
C 3.196 -0.959 2.326
C -2.354 1.365 -0.222
H -1.981 -2.692 -1.303
H -0.545 -2.423 -2.168
H -0.222 2.412 -2.588
H 2.854 1.250 2.583
H -3.230 1.476 0.430
H -0.500 -0.275 -3.201
H 4.239 -0.988 2.016
H -2.263 -0.619 0.599
H -0.666 -2.382 -0.322
H 1.571 0.338 1.816
H 1.258 -1.807 1.075
H -1.489 3.855 -1.908
H 1.814 0.204 3.481
H 3.232 -1.502 3.305

=====

--- Q ---
25
Properties=species:S:1:pos:R:3 method="wB97M-V/def2-TZVPD" gap_ev=9.147 total_charge=0 molar_mass_g_mol=170.28 smiles=Cc1ccc(O)cc1.CSC
S 2.304 0.609 -1.254
O -1.464 3.403 1.481
C -1.614 -2.055 0.181
C -1.254 -0.657 0.396
C -2.035 1.619 -0.045
C -0.425 -0.095 1.374
C 2.584 -0.451 0.252
C 2.360 -0.733 -2.522
C -1.962 0.256 -0.365
C -1.360 2.131 1.050
C -0.463 1.226 1.700
H 3.463 -1.138 0.159
H -1.624 -2.328 -0.940
H -1.439 4.060 0.736
H -0.009 -0.942 1.938
H -2.767 -0.067 -1.021
H -2.404 -2.230 0.943
H -2.667 2.309 -0.575
H 1.390 -1.245 -2.479
H 0.001 1.601 2.607
H 2.819 0.208 1.095
H 1.678 -0.931 0.576
H 3.062 -1.502 -2.300
H -0.796 -2.717 0.534
H 2.622 -0.332 -3.523

=====

Result of the stability comparison: Q is the most stable of them.